a | Entry from the OMol25 dataset: the molecule C3H3IN2O (ωB97M-V/def2-TZVPD).

Cartesian coordinates (Å):
1 H -2.5297 0.7005 -0.0420
2 C 1.3071 0.2901 0.0652
3 N -1.3456 0.7926 -0.0595
4 C 0.6272 -0.7892 -0.1885
5 C -0.8526 -0.6518 -0.0571
6 I 3.4028 -0.0207 0.2869
7 O -1.6867 -1.4685 0.2359
8 N -0.7532 1.8277 -0.0732
9 H 0.8212 1.1286 0.1961
10 H 1.0097 -1.8093 -0.3637

Values from the calculation:
Kohn-Sham gap ... 7.83 eV
Spin multiplicity ... 1
Net charge ... 0

In elementary charge units, the natural (NBO) charges are:
1 H 0.29
2 C -0.18
3 N -0.27
4 C -0.38
5 C 0.63
6 I 0.13
7 O -0.49
8 N -0.17
9 H 0.21
10 H 0.25

b | Entry from the OMol25 dataset: a structure of composition C3H3IN2O (ωB97M-V/def2-TZVPD).

Cartesian coordinates (Å):
1 N 0.9482 0.4518 0.7343
2 C -0.1930 -0.6389 -0.8440
3 I -1.8731 1.6815 -0.2887
4 O -1.7137 -1.4601 0.8919
5 N -0.1770 0.2023 1.2702
6 H 1.6077 1.1188 1.1205
7 C -0.9637 -0.6506 0.4579
8 H 1.7981 0.4510 -0.9817
9 H -0.4513 -1.1373 -1.8100
10 C 1.0178 -0.0184 -0.5503

Values from the calculation:
Kohn-Sham gap (alpha / beta) ... 6.91 / 6.90 eV
Spin multiplicity ... 1
Net charge ... 0

In elementary charge units, the natural (NBO) charges are:
1 N -0.23
2 C -0.24
3 I -0.15
4 O -0.53
5 N -0.17
6 H 0.42
7 C 0.52
8 H 0.22
9 H 0.26
10 C -0.11

Name the most stable of them. b.

a | Entry from the OMol25 dataset: a cluster of 2 separate species, C4H11N2S in total (ωB97M-V/def2-TZVPD).

Cartesian coordinates (Å):
1 H -0.0868 -0.0257 -1.5316
2 H 1.1584 0.6923 -4.0797
3 H 0.4235 0.9380 1.9083
4 H -0.4712 0.3586 -3.9129
5 N 0.4705 0.3336 -3.4309
6 C -1.5119 0.1377 2.4943
7 C -0.1128 -0.6182 0.5177
8 H -2.5213 0.5004 2.2618
9 H -1.3614 0.6908 3.5115
10 H -1.4254 -0.9290 2.4905
11 C 0.7730 0.0338 -2.1785
12 H -0.8313 -1.4516 0.3743
13 H 1.7967 0.0066 0.5454
14 C -0.4812 0.5610 1.3656
15 S 2.3841 -0.1293 -1.7357
16 H -1.0098 1.4434 0.8982
17 H 1.6818 -1.7020 0.1634
18 N 1.1249 -0.8405 0.3382

Values from the calculation:
Kohn-Sham gap ... 8.32 eV
Spin multiplicity ... 1
Net charge ... +1

In elementary charge units, the natural (NBO) charges are:
1 H 0.17
2 H 0.42
3 H 0.24
4 H 0.42
5 N -0.71
6 C -0.60
7 C 0.17
8 H 0.23
9 H 0.25
10 H 0.21
11 C -0.02
12 H 0.24
13 H 0.46
14 C -0.51
15 S -0.12
16 H 0.27
17 H 0.47
18 N -0.61

b | Entry from the OMol25 dataset: a cluster of 2 separate species, C4H11N2S in total (ωB97M-V/def2-TZVPD).

Cartesian coordinates (Å):
1 C -2.3368 -0.5627 0.4888
2 N -0.2555 -1.6065 -0.2983
3 H 2.2276 1.5350 -0.2680
4 C -1.0847 -0.3480 -0.3214
5 H 1.5034 0.1715 -0.9265
6 N -0.3964 2.0562 0.0005
7 H -1.5127 -0.1330 -1.4212
8 H -3.0605 0.2308 0.1483
9 H -0.8496 -2.3973 -0.6139
10 C -0.5210 0.9431 -0.2962
11 H -2.3617 -0.7326 1.6022
12 C 2.0468 0.5717 -0.1466
13 H 1.4674 0.4383 0.8590
14 H 0.0805 -1.6924 0.5778
15 H -0.1433 2.9398 -0.3570
16 S 3.7608 -0.2858 -0.0227
17 H 4.1862 0.3696 0.9990
18 H -2.7503 -1.4978 -0.0036

Values from the calculation:
Kohn-Sham gap ... 7.01 eV
Spin multiplicity ... 1
Net charge ... +1

In elementary charge units, the natural (NBO) charges are:
1 C -0.60
2 N -0.77
3 H 0.19
4 C -0.23
5 H 0.21
6 N -0.43
7 H 0.30
8 H 0.23
9 H 0.40
10 C 0.71
11 H 0.27
12 C -0.67
13 H 0.19
14 H 0.37
15 H 0.48
16 S -0.01
17 H 0.12
18 H 0.25

c | Entry from the OMol25 dataset: a cluster of 2 separate species, C4H11N2S in total (ωB97M-V/def2-TZVPD).

Cartesian coordinates (Å):
1 H 1.8699 -0.9123 -1.5461
2 N -4.3081 -0.4066 -0.3387
3 C -3.1585 0.1519 -0.1641
4 H 3.3505 -0.1064 -0.8616
5 H 3.2942 -1.7312 -0.8819
6 C 2.6663 -0.8698 -0.6898
7 H 2.5120 1.6004 1.0115
8 H 2.7147 -0.8591 1.4020
9 N 0.5324 1.4027 0.2871
10 H -2.7314 1.0689 -0.7888
11 S -2.0085 -0.2766 0.9774
12 H 0.2929 2.4173 0.3441
13 H -4.8601 -0.2733 -1.1617
14 H 1.0837 -1.1218 0.7650
15 H -0.4020 0.7213 0.3196
16 H -4.5440 -1.1919 0.1659
17 C 1.7066 0.9315 0.5271
18 C 1.9893 -0.5448 0.6329

Values from the calculation:
Kohn-Sham gap ... 8.76 eV
Spin multiplicity ... 1
Net charge ... +1

In elementary charge units, the natural (NBO) charges are:
1 H 0.22
2 N -0.70
3 C -0.01
4 H 0.21
5 H 0.26
6 C -0.61
7 H 0.24
8 H 0.27
9 N -0.66
10 H 0.23
11 S -0.17
12 H 0.43
13 H 0.42
14 H 0.24
15 H 0.40
16 H 0.41
17 C 0.31
18 C -0.50

Name the most stable of them. c.

a | Entry from the OMol25 dataset: a cluster of 2 separate species, C4H11N2S in total (ωB97M-V/def2-TZVPD).

Cartesian coordinates (Å):
1 C -2.0704 -0.2823 0.0384
2 C -1.0139 -1.1009 -0.6530
3 H 1.7618 -0.6957 1.9585
4 N 3.0393 1.2690 -0.6835
5 C 0.8638 -1.1649 1.4799
6 H -0.0228 -0.9614 2.2165
7 H 2.8682 1.5824 -1.6143
8 H 0.9114 -2.2549 1.5681
9 N -1.8041 1.2166 -0.0123
10 C -2.8178 0.8403 -0.6614
11 H -1.1595 -1.0155 -1.7885
12 H -1.2405 2.0519 -0.1614
13 H 3.6140 0.3402 -0.6979
14 S 0.6217 -0.5092 -0.1782
15 H 3.6297 2.0415 -0.2392
16 H -2.4105 -0.6115 1.0353
17 H -1.1848 -2.1034 -0.3739
18 H -3.5857 1.3578 -1.2332

Values from the calculation:
Kohn-Sham gap ... 7.38 eV
Spin multiplicity ... 1
Net charge ... +1

In elementary charge units, the natural (NBO) charges are:
1 C 0.01
2 C -0.62
3 H 0.27
4 N -1.10
5 C -0.79
6 H 0.21
7 H 0.36
8 H 0.24
9 N -0.41
10 C 0.26
11 H 0.26
12 H 0.48
13 H 0.38
14 S 0.30
15 H 0.38
16 H 0.25
17 H 0.25
18 H 0.27

b | Entry from the OMol25 dataset: the ion C4H11N2S with charge +1 (ωB97M-V/def2-TZVPD).

Cartesian coordinates (Å):
1 N -0.2092 -0.6860 -1.6701
2 H 0.8025 0.4340 1.3449
3 H -0.2240 2.4609 -0.0681
4 H 2.5662 0.0506 -0.0907
5 C -0.8320 1.5855 0.3826
6 C 0.6151 -0.3177 -0.6401
7 H -1.1733 1.9826 1.3832
8 N 1.9483 -0.3701 -0.7568
9 H -1.8189 -1.0405 0.9344
10 H 2.1226 -2.2136 -2.0928
11 S 2.7219 -0.9561 -2.2110
12 H -1.6542 1.4726 -0.2828
13 H -1.3117 -0.3339 2.2222
14 C -0.1013 0.3564 0.5980
15 C -0.8903 -0.7396 1.4179
16 H -0.2289 -1.6823 1.6430
17 H -1.1731 -0.3799 -1.6951
18 H 0.0577 -0.8308 -2.6031

Values from the calculation:
Kohn-Sham gap ... 10.43 eV
Spin multiplicity ... 1
Net charge ... +1

In elementary charge units, the natural (NBO) charges are:
1 N -0.74
2 H 0.23
3 H 0.24
4 H 0.45
5 C -0.64
6 C 0.60
7 H 0.26
8 N -0.67
9 H 0.21
10 H 0.15
11 S 0.24
12 H 0.22
13 H 0.23
14 C -0.26
15 C -0.59
16 H 0.23
17 H 0.43
18 H 0.42

Name the most stable of them. b.

a | Entry from the OMol25 dataset: a cluster of 2 separate species, C5H13OP in total (ωB97M-V/def2-TZVPD).

Cartesian coordinates (Å):
1 C -0.5965 1.3148 0.9689
2 H -0.1676 1.1270 -1.8883
3 O 2.6599 1.0200 -0.3203
4 C -0.8047 0.2220 -0.0830
5 H -0.7999 2.3368 0.4692
6 C 1.4270 -1.4570 -0.4803
7 P 2.3787 -0.2690 0.3245
8 H -1.3453 1.0568 1.8936
9 H 1.3973 -1.2131 -1.5004
10 H -1.2591 -1.0575 1.6074
11 H -1.6800 -0.1320 -2.1715
12 H 3.4168 -0.7451 0.9784
13 H 1.6570 0.0044 1.5161
14 H -2.5524 -0.5953 0.3784
15 C -1.5968 -0.9264 0.4690
16 H -1.6576 1.6092 -1.5623
17 H 0.4036 1.2714 1.3291
18 H 1.6968 -2.4642 -0.2493
19 C -1.0635 0.6628 -1.4776
20 H -1.5137 -1.7655 -0.2015

Values from the calculation:
Kohn-Sham gap (alpha / beta) ... 9.09 / 6.73 eV
Spin multiplicity ... 1
Net charge ... 0

In elementary charge units, the natural (NBO) charges are:
1 C -0.70
2 H 0.27
3 O -1.11
4 C 0.28
5 H 0.23
6 C -0.84
7 P 1.57
8 H 0.22
9 H 0.22
10 H 0.22
11 H 0.22
12 H -0.13
13 H -0.17
14 H 0.21
15 C -0.68
16 H 0.23
17 H 0.25
18 H 0.22
19 C -0.74
20 H 0.23

b | Entry from the OMol25 dataset: a cluster of 2 separate species, C5H13OP in total (ωB97M-V/def2-TZVPD).

Cartesian coordinates (Å):
1 H 2.1895 -0.4236 -1.1975
2 H -3.6831 -0.3215 -0.2852
3 H 1.0887 0.3576 2.0774
4 H 0.8666 -1.8877 0.9802
5 C 1.8026 0.0213 1.2827
6 C -0.4644 1.1145 -1.1167
7 P -0.6474 -0.5437 -0.2808
8 C -4.1675 0.1090 0.6286
9 H 2.6128 -0.5275 1.8698
10 C 0.9784 -1.0025 0.4086
11 H 0.3144 1.7243 -0.6967
12 O -3.9947 1.2164 1.0364
13 H -0.2664 1.0246 -2.1647
14 C 1.8820 -1.3760 -0.8207
15 H -1.4637 1.6568 -0.9595
16 H 2.1748 0.8369 0.7131
17 H -1.2784 0.0586 0.8785
18 H -4.8424 -0.5624 1.2734
19 H 1.3544 -1.8458 -1.6022
20 H 2.7262 -1.9502 -0.6024

Values from the calculation:
Kohn-Sham gap ... 9.75 eV
Spin multiplicity ... 1
Net charge ... 0

In elementary charge units, the natural (NBO) charges are:
1 H 0.20
2 H 0.13
3 H 0.21
4 H 0.22
5 C -0.61
6 C -0.93
7 P 0.54
8 C 0.27
9 H 0.21
10 C -0.51
11 H 0.22
12 O -0.50
13 H 0.22
14 C -0.61
15 H 0.25
16 H 0.20
17 H -0.04
18 H 0.10
19 H 0.21
20 H 0.21

Name the most stable of them. b.